Molecular formula: C34H35CaNOPSi
Method: DFT, ωB97M-V with the def2-TZVPD basis set

XYZ file:
```
74
Properties=species:S:1:pos:R:3:forces:R:3
Ca -17.060 -6.832 10.251 0.87 -0.98 -0.85
C -18.993 -9.084 13.178 -0.14 -0.27 -0.90
C -18.976 -7.797 12.334 -1.22 -0.97 -1.17
C -19.707 -7.829 11.052 1.05 1.13 1.46
C -19.869 -6.623 10.343 -0.41 -0.05 0.72
C -19.406 -5.415 10.887 0.31 -0.04 1.29
C -18.631 -5.416 12.075 -1.56 -0.75 -1.88
C -18.367 -6.595 12.755 0.59 -0.52 -0.24
H -17.987 -9.451 13.400 -0.04 0.30 0.26
H -19.413 -9.854 12.498 0.00 0.26 0.73
H -19.601 -9.040 14.120 0.58 0.24 -0.98
H -20.155 -8.735 10.616 0.41 0.37 0.63
H -20.507 -6.608 9.470 0.19 -0.06 -0.24
H -19.704 -4.429 10.532 0.06 -0.31 -0.47
H -18.373 -4.300 12.451 -0.12 -1.16 -0.10
H -17.587 -6.589 13.538 -1.04 -0.26 -0.03
O -17.456 -9.042 8.975 0.18 0.13 -0.33
N -16.210 -8.327 8.678 -0.49 0.52 5.67
C -15.947 -8.113 7.460 0.32 -0.20 -5.41
C -14.744 -7.450 6.985 -2.30 -0.73 0.88
C -14.414 -7.637 5.646 1.69 -0.09 -1.38
C -13.219 -7.156 5.098 -1.76 0.14 1.88
C -12.452 -6.308 5.922 1.31 0.43 -0.31
C -12.829 -5.939 7.193 -1.67 -1.48 -0.84
C -13.980 -6.601 7.772 2.82 1.59 0.28
P -14.144 -6.359 9.513 -1.99 0.98 0.65
C -13.521 -7.734 10.488 0.15 -1.30 1.81
C -13.470 -7.615 11.912 -0.60 0.42 -1.27
C -13.555 -8.758 12.711 0.22 1.85 1.35
C -13.573 -10.016 12.187 -0.60 -2.39 -0.54
C -13.606 -10.188 10.783 0.58 1.50 0.99
C -13.549 -9.058 9.981 0.05 1.01 -0.12
C -13.283 -4.818 9.926 1.65 0.18 0.93
C -12.102 -4.839 10.767 -1.46 1.35 -1.62
C -11.420 -3.650 10.999 -1.05 0.92 -1.49
C -11.859 -2.459 10.317 0.04 -1.54 1.45
C -13.007 -2.447 9.546 0.30 -0.24 0.34
C -13.745 -3.598 9.384 0.65 -1.60 0.86
H -17.115 -9.870 9.346 -0.22 0.10 -0.11
H -16.647 -8.575 6.724 0.80 0.31 0.26
H -15.046 -8.325 5.121 -0.21 -0.07 -0.61
H -12.939 -7.311 4.085 0.16 -0.38 -0.55
H -11.463 -5.983 5.569 -0.63 0.24 -0.08
H -12.360 -5.099 7.660 0.53 -0.14 0.52
H -13.478 -6.594 12.348 -0.03 -0.88 -0.08
H -13.643 -8.560 13.800 0.31 -0.51 -0.74
H -13.634 -10.922 12.856 0.08 1.18 -0.79
H -13.644 -11.130 10.293 0.02 -0.78 -0.01
H -13.550 -9.144 8.910 -0.14 -0.28 -0.33
H -11.752 -5.758 11.166 0.26 -0.63 0.28
H -10.539 -3.640 11.616 0.13 0.11 0.16
H -11.403 -1.532 10.574 0.59 0.52 -0.16
H -13.356 -1.544 9.093 -0.08 0.51 -0.11
H -14.690 -3.590 8.894 -0.48 0.05 -0.65
C -16.244 -4.231 14.309 0.51 0.93 0.23
Si -17.265 -3.245 13.091 0.81 2.91 1.51
C -16.462 -2.362 11.668 -0.49 -0.28 -0.57
C -18.175 -1.908 14.010 -0.59 -0.09 0.31
C -18.561 -0.741 13.350 -1.54 0.13 0.97
C -19.478 0.136 13.986 1.29 -0.36 -0.93
C -19.790 -0.024 15.301 -0.99 0.59 1.60
C -19.240 -1.069 16.033 0.11 -0.52 0.09
C -18.599 -2.080 15.353 1.01 0.56 -0.78
H -16.455 -3.927 15.358 0.14 -0.27 -0.77
H -15.166 -4.177 14.127 -0.09 0.23 0.04
H -16.499 -5.243 14.163 -0.17 -1.33 0.29
H -15.756 -2.961 11.132 0.85 -0.37 -0.16
H -15.999 -1.438 12.012 0.03 0.02 -0.14
H -17.227 -2.160 10.899 0.11 0.32 0.40
H -18.326 -0.575 12.321 0.31 0.18 -0.39
H -19.827 1.005 13.473 -0.32 0.32 -0.43
H -20.517 0.635 15.832 0.89 -0.24 -0.64
H -19.250 -1.089 17.118 -0.61 -0.14 -0.12
H -18.275 -2.963 15.860 0.10 -0.34 0.49
```
Positions in Å, forces in eV/Å.

Computed properties:
Net charge: +1
LUMO (alpha / beta) in eV: -3.290 / -3.258
DFT total energy in eV: -74958.0301
Spin multiplicity: 1
F_max in eV Å⁻¹: 5.71
Orbital gap (alpha / beta) in hartree: 0.210 / 0.148


Molecular formula: C59H64N5O2
Method: DFT, ωB97M-V with the def2-TZVPD basis set

XYZ file:
```
130
Properties=species:S:1:pos:R:3:forces:R:3
C -4.491 -6.419 -3.438 -0.07 -0.56 -0.20
N -4.413 -5.162 -2.733 -0.57 0.20 1.07
C -5.163 -5.006 -1.591 -0.59 -0.90 -0.53
O -6.018 -5.784 -1.179 1.23 0.97 -0.40
C -4.705 -3.734 -0.917 -0.95 0.57 -0.22
C -4.018 -4.056 0.407 -0.06 -0.41 0.15
C -2.917 -5.074 0.192 0.31 -0.07 0.49
C -3.214 -6.441 0.205 -0.01 -0.11 -0.09
C -2.223 -7.386 -0.064 0.07 0.24 -0.05
C -0.916 -6.970 -0.341 -0.12 0.02 -0.01
C -0.603 -5.609 -0.314 -0.11 0.08 0.05
C -1.594 -4.669 -0.012 -0.12 -0.20 -0.28
N -3.790 -3.161 -1.901 1.07 1.84 -0.20
C -3.031 -2.096 -1.548 -0.17 -1.36 0.14
C -1.811 -1.737 -2.125 0.66 0.40 0.08
C -1.143 -0.516 -1.922 -1.71 -0.96 -0.84
C -0.418 0.031 -3.046 1.27 -0.23 -0.79
C -0.585 1.394 -3.381 -0.41 -0.56 0.55
C -0.128 1.876 -4.600 0.13 -0.48 -0.07
C 0.557 1.022 -5.479 -0.55 0.31 0.20
C 0.742 -0.324 -5.158 0.08 -0.24 0.37
C 0.290 -0.825 -3.941 -0.54 0.56 0.16
C -3.733 -3.953 -3.162 0.45 -0.72 -0.40
C -4.408 -3.339 -4.456 -0.13 0.26 0.67
C -5.899 -3.093 -4.213 -0.14 -0.02 -0.16
C -4.238 -4.303 -5.631 -0.01 -0.26 -0.25
C -3.721 -2.032 -4.822 0.12 0.29 -0.13
H -4.350 -7.236 -2.712 -0.07 0.30 -0.24
H -5.479 -6.556 -3.913 0.41 0.03 0.14
H -3.704 -6.475 -4.195 -0.17 -0.01 0.21
H -5.567 -3.058 -0.802 0.15 -0.21 0.23
H -3.630 -3.139 0.861 -0.10 -0.14 0.04
H -4.800 -4.478 1.054 0.23 0.21 -0.04
H -4.238 -6.763 0.416 0.37 0.08 -0.10
H -2.484 -8.445 -0.069 0.14 0.27 0.04
H -0.145 -7.709 -0.566 -0.24 0.26 0.07
H 0.410 -5.263 -0.530 -0.26 -0.19 0.16
H -1.347 -3.607 0.047 0.04 -0.27 -0.04
H -3.409 -1.523 -0.692 0.08 -0.21 -0.21
H -1.352 -2.448 -2.815 -0.52 0.47 -0.31
H -1.299 0.109 -1.044 -0.44 0.18 -0.22
H -1.184 2.015 -2.695 0.45 -0.27 -0.50
H -0.345 2.906 -4.871 0.15 -0.15 -0.05
H 0.879 1.403 -6.446 0.01 -0.11 0.22
H 1.214 -1.008 -5.863 0.03 0.29 0.18
H 0.434 -1.879 -3.672 0.05 0.51 -0.22
H -2.678 -4.181 -3.408 -0.30 0.09 0.13
H -6.064 -2.359 -3.416 -0.01 -0.10 -0.07
H -6.356 -2.696 -5.133 0.14 -0.08 0.31
H -6.429 -4.022 -3.966 0.11 0.21 0.01
H -3.194 -4.628 -5.731 -0.19 0.00 -0.04
H -4.885 -5.184 -5.549 0.23 0.25 -0.03
H -4.519 -3.801 -6.571 0.12 -0.04 0.36
H -2.647 -2.187 -4.996 -0.16 0.12 0.03
H -4.159 -1.634 -5.752 0.17 -0.11 0.34
H -3.852 -1.277 -4.040 0.07 -0.02 -0.13
C 1.284 -0.918 6.933 -0.07 -0.15 0.24
C 1.612 0.022 5.813 -0.18 0.03 -0.20
C 2.433 -0.394 4.768 0.19 0.32 -0.12
C 2.769 0.466 3.718 -0.29 -0.25 0.24
C 3.809 0.029 2.736 0.39 -0.45 -0.27
C 2.156 1.722 3.670 -0.38 -0.32 0.68
N 2.423 2.591 2.568 0.46 1.14 -1.03
C 2.168 2.410 1.218 1.74 0.52 0.47
C 1.754 1.199 0.430 -3.19 -3.32 -1.11
C 0.463 0.465 0.590 2.87 3.13 1.08
C 0.557 -0.967 0.257 -0.04 -0.70 -0.30
C -0.457 0.949 1.598 0.11 -0.64 0.43
C -0.701 2.327 1.773 -0.09 -0.20 -0.04
C -1.554 2.767 2.777 0.12 -0.18 -0.04
C -2.136 1.850 3.655 0.10 0.37 0.31
C -1.828 0.494 3.553 0.01 -0.14 -0.42
C -1.036 0.024 2.509 -0.02 0.75 0.05
O 2.564 0.775 -0.424 0.75 0.93 0.68
N 2.816 3.414 0.599 -0.60 0.61 1.82
C 3.067 3.656 -0.776 -0.10 0.46 -1.14
C 2.007 3.658 -1.697 0.55 0.10 -0.37
C 0.579 3.552 -1.286 -0.55 -0.24 -0.02
C 2.319 3.807 -3.052 0.22 0.04 0.47
C 3.629 4.037 -3.468 -0.04 -0.06 0.13
C 3.922 4.176 -4.931 0.08 0.06 -0.27
C 4.642 4.152 -2.516 -0.49 -0.08 0.12
C 4.381 3.974 -1.156 -0.48 -0.42 -0.30
C 5.505 4.081 -0.184 0.82 0.26 0.22
N 3.333 4.321 1.509 -0.42 -0.67 0.03
C 3.137 3.805 2.687 -0.13 -1.00 -0.83
C 3.651 4.423 3.921 0.54 0.67 0.70
C 3.579 5.835 4.003 -0.26 -0.62 0.23
C 3.886 6.482 5.199 0.25 -0.18 0.00
C 4.361 5.751 6.295 -0.11 -0.17 -0.13
C 4.563 4.369 6.177 0.03 0.21 -0.21
C 4.243 3.707 4.990 -0.50 0.28 -0.44
C 1.377 2.190 4.737 -0.25 -0.35 -0.04
C 0.825 3.578 4.824 -0.36 0.42 0.12
C 1.102 1.317 5.793 0.25 0.03 -0.13
H 0.652 -0.423 7.675 0.07 -0.12 -0.04
H 0.754 -1.805 6.566 0.07 0.16 0.03
H 2.192 -1.269 7.435 -0.13 0.06 -0.07
H 2.861 -1.400 4.782 -0.06 0.34 0.03
H 4.399 0.863 2.334 -0.24 -0.14 -0.02
H 4.516 -0.645 3.245 -0.24 0.22 -0.19
H 3.376 -0.534 1.897 0.13 0.27 0.06
H -0.438 -1.434 0.264 0.33 -0.07 0.14
H 1.012 -1.121 -0.732 -0.02 -0.01 0.27
H 1.191 -1.485 0.991 -0.04 -0.26 -0.11
H -0.198 3.035 1.105 -0.53 -0.28 0.31
H -1.728 3.838 2.873 -0.12 -0.22 0.10
H -2.764 2.215 4.469 0.10 -0.16 -0.24
H -2.192 -0.213 4.291 -0.11 0.10 -0.01
H -0.755 -1.030 2.443 -0.20 0.32 0.08
H -0.080 3.823 -2.122 0.26 0.12 0.23
H 0.322 2.520 -1.003 0.04 0.28 0.05
H 0.334 4.211 -0.444 0.13 -0.07 -0.16
H 1.521 3.747 -3.797 0.27 0.15 0.31
H 4.971 4.443 -5.090 -0.19 -0.04 -0.09
H 3.717 3.237 -5.460 0.09 0.15 0.10
H 3.290 4.950 -5.386 0.16 -0.12 0.07
H 5.662 4.369 -2.829 -0.20 -0.02 0.03
H 6.381 4.462 -0.720 -0.08 -0.12 0.17
H 5.278 4.771 0.637 0.21 -0.24 -0.36
H 5.791 3.113 0.252 -0.21 0.13 -0.07
H 3.245 6.395 3.129 -0.06 -0.13 0.31
H 3.760 7.564 5.275 0.09 -0.33 -0.04
H 4.590 6.257 7.239 -0.10 -0.21 -0.42
H 4.975 3.802 7.015 -0.09 0.19 -0.31
H 4.445 2.640 4.883 -0.22 0.24 0.13
H -0.193 3.539 5.235 0.26 0.03 -0.17
H 1.424 4.201 5.506 -0.08 -0.19 -0.22
H 0.775 4.081 3.854 -0.02 -0.06 0.18
H 0.477 1.672 6.618 0.21 -0.14 -0.28
```
Positions in Å, forces in eV/Å.

Computed properties:
Net charge: +1
LUMO in eV: -4.249
DFT total energy in eV: -73760.5310
Spin multiplicity: 1
F_max in eV Å⁻¹: 4.74
Orbital gap in hartree: 0.149


Molecular formula: C29H36N2O3
Method: DFT, ωB97M-V with the def2-TZVPD basis set

XYZ file:
```
70
Properties=species:S:1:pos:R:3:forces:R:3
C -3.463 2.017 3.712 -0.01 0.14 0.21
C -3.409 1.088 2.528 0.03 -0.01 0.21
O -2.682 -0.102 2.851 -0.59 1.24 0.22
C -2.635 -0.926 1.767 1.32 -2.73 -0.44
C -1.939 -2.195 2.089 -1.12 0.86 -1.11
C -1.746 -3.151 1.045 0.07 0.92 1.50
O -2.087 -2.955 -0.123 0.18 -0.67 -1.22
C -1.004 -4.453 1.422 -0.34 -0.08 -0.47
C 0.511 -4.331 1.275 0.10 -0.25 0.24
C 1.219 -3.598 2.418 0.35 0.20 -0.32
C 0.974 -2.075 2.459 0.26 0.03 0.20
C 0.007 -1.637 3.558 -0.29 -0.02 0.03
C -1.368 -2.340 3.454 0.25 0.31 0.25
O -3.115 -0.582 0.697 -0.08 0.35 0.05
H -4.014 2.908 3.407 -0.02 0.06 0.05
H -3.996 1.577 4.560 0.16 -0.02 -0.06
H -2.469 2.342 4.033 -0.06 -0.15 0.03
H -4.425 0.805 2.227 0.23 0.16 -0.13
H -2.910 1.579 1.685 -0.25 -0.06 0.03
H -1.268 -4.788 2.432 0.11 -0.01 -0.21
H -1.342 -5.223 0.718 -0.11 0.17 0.07
H 0.930 -5.347 1.207 0.01 0.15 -0.01
H 0.738 -3.836 0.319 -0.04 -0.02 0.11
H 0.943 -4.054 3.378 0.06 0.06 -0.14
H 2.300 -3.756 2.289 -0.16 -0.10 0.11
H 1.936 -1.566 2.620 -0.14 -0.04 0.00
H 0.603 -1.730 1.481 -0.02 -0.11 0.21
H 0.437 -1.833 4.551 0.11 0.06 -0.12
H -0.160 -0.555 3.470 0.04 -0.16 0.11
H -2.051 -1.865 4.170 0.25 -0.31 0.09
H -1.257 -3.399 3.721 -0.05 0.28 0.13
C 3.282 5.674 1.254 -0.04 -0.25 -0.08
N 2.922 5.269 -0.089 0.20 0.67 0.14
C 2.901 6.356 -1.046 -0.09 -0.28 0.00
C 2.596 3.949 -0.420 -0.26 -0.85 -0.20
C 1.251 3.503 -0.369 0.73 0.28 -0.09
C 0.933 2.198 -0.702 0.02 -0.34 -0.44
C 1.936 1.280 -1.115 0.38 1.07 0.56
C 1.610 -0.032 -1.594 -1.06 0.09 -1.20
C 0.464 -0.305 -2.336 0.61 -0.37 0.76
C 0.005 -1.621 -2.777 -0.24 -0.01 -0.67
C 0.479 -2.900 -2.537 -0.28 -0.30 -0.21
C -0.156 -3.976 -3.182 0.10 0.45 0.17
C -1.231 -3.764 -4.064 0.07 0.59 0.14
C -1.703 -2.464 -4.329 0.16 -0.15 0.25
C -1.079 -1.417 -3.662 0.63 -0.62 0.37
N -1.296 -0.030 -3.751 1.41 1.27 1.38
C -2.264 0.643 -4.597 -0.35 0.40 -0.24
C -0.416 0.629 -2.954 -1.10 -0.73 -1.00
C 3.287 1.721 -1.092 -0.43 -0.59 -0.10
C 3.610 3.028 -0.788 -0.46 0.50 0.26
H 3.262 4.806 1.923 0.03 0.26 -0.09
H 4.289 6.119 1.264 -0.14 -0.11 0.12
H 2.577 6.435 1.626 0.12 -0.18 0.06
H 2.612 5.981 -2.035 0.08 0.16 0.20
H 2.188 7.134 -0.728 0.08 -0.09 -0.18
H 3.897 6.825 -1.112 -0.18 -0.05 -0.11
H 0.477 4.217 -0.075 0.27 -0.31 -0.03
H -0.106 1.870 -0.665 0.27 -0.01 0.20
H 2.349 -0.832 -1.522 -0.19 0.14 0.26
H 1.323 -3.026 -1.855 -0.34 -0.26 -0.21
H 0.191 -4.992 -2.986 -0.15 0.31 -0.08
H -1.708 -4.620 -4.540 0.13 0.29 0.12
H -2.522 -2.254 -5.014 0.14 -0.34 0.15
H -2.839 -0.104 -5.147 0.09 0.22 0.13
H -2.941 1.263 -3.994 0.13 -0.38 -0.07
H -1.761 1.315 -5.308 -0.04 -0.37 0.16
H -0.388 1.716 -2.916 -0.08 -0.37 -0.12
H 4.067 1.007 -1.361 -0.13 0.20 0.03
H 4.644 3.378 -0.825 -0.34 -0.14 0.06
```
Positions in Å, forces in eV/Å.

Computed properties:
LUMO in eV: -2.525
DFT total energy in eV: -39776.4930
Spin multiplicity: 1
F_max in eV Å⁻¹: 3.07
Orbital gap in hartree: 0.096


Molecular formula: C6H13N3O3
Method: DFT, ωB97M-V with the def2-TZVPD basis set

XYZ file:
```
25
Properties=species:S:1:pos:R:3:forces:R:3
C -1.173 1.314 0.167 1.68 0.60 0.89
C 0.082 1.911 -0.418 3.23 4.20 -1.66
C 1.299 -0.089 -1.355 4.32 -3.44 -2.67
C 1.560 -1.599 -0.722 -3.39 0.49 -1.97
C 1.870 -0.387 1.360 2.64 0.99 1.98
C 2.146 0.977 0.753 -0.48 1.13 -4.19
H -2.065 2.009 0.227 1.57 -0.28 1.10
H -0.669 0.733 1.146 -2.16 1.78 -2.21
H 0.503 2.833 0.218 -1.44 -2.18 -0.65
H -0.014 2.746 -1.461 -0.19 -3.25 2.39
H 0.681 -0.291 -2.269 -0.49 1.30 1.43
H 2.348 0.112 -1.908 -1.57 -1.06 0.71
H 0.416 -2.329 -0.606 2.93 2.28 -0.01
H 2.089 -2.141 -1.573 -0.35 0.54 1.48
H 2.638 -2.357 0.793 -0.63 2.34 0.22
H 2.582 -0.187 2.196 -0.45 -1.74 0.21
H 0.885 -0.624 1.735 -0.64 0.71 0.24
H 1.827 1.957 1.199 0.48 -1.48 0.67
H 3.287 1.151 0.366 -2.45 -0.96 1.28
N -2.495 -0.453 0.080 2.09 -1.74 -2.47
N 1.292 0.993 -0.483 -3.61 3.46 0.73
N 2.309 -1.398 0.459 1.86 -3.24 -0.27
O -2.618 -1.559 -0.239 -0.27 -3.85 -3.52
O -2.839 -0.085 1.100 -2.15 4.26 5.23
O -1.662 0.347 -0.757 -0.54 -0.86 1.07
```
Positions in Å, forces in eV/Å.

Computed properties:
LUMO in eV: 0.707
DFT total energy in eV: -17035.7145
Spin multiplicity: 1
F_max in eV Å⁻¹: 7.07
Orbital gap in hartree: 0.313